1.
# C4H14NO

2 unconnected molecules or ions with the total composition C4H14NO (ωB97M-V with the def2-TZVPD basis set, the Open Molecules 2025 dataset).

Each line ends with the Löwdin spin population.
Geometry (Å):
C  0.63  1.29  1.67  0.019
C  1.03  1.42  0.19  0.098
N  0.36  0.33  -0.60  0.099
C  0.63  -1.21  -0.52  0.136
C  0.38  -1.80  0.83  0.024
H  0.58  2.30  2.12  0.004
H  -0.33  0.76  1.75  0.009
H  1.36  0.66  2.17  0.002
H  2.09  1.19  0.05  0.026
H  0.74  2.35  -0.30  0.040
H  -0.64  0.56  -0.55  0.028
H  0.66  0.42  -1.61  0.181
H  -0.18  -1.53  -1.19  0.056
H  1.62  -1.32  -0.98  0.045
H  -0.64  -1.47  1.03  0.010
H  1.01  -1.48  1.67  0.003
H  0.38  -2.89  0.66  0.007
H  -3.27  0.46  -1.32  0.025
H  -2.40  -0.53  -2.11  0.057
O  -2.43  0.00  -1.29  0.131

Properties
**Multiplicity**: 2
**⟨S²⟩**: 0.75
**LUMO (alpha / beta)**: 0.94 / 0.66 eV
**Relative energy (zero: lowest compared OMol25 entry of this formula, charge and spin)**: 2.023 eV
**Total charge**: 0

2.
# C49H62N9O10PTi

A molecular structure, C49H62N9O10PTi (ωB97M-V with the def2-TZVPD basis set, the Open Molecules 2025 dataset).

Each line ends with the Löwdin spin population.
Geometry (Å):
Ti  0.20  -0.71  -1.03  0.885
C  0.40  3.56  -6.97  0.000
O  -0.14  2.90  -5.85  0.000
C  -0.99  3.59  -5.03  0.000
C  -1.10  4.97  -5.01  0.000
C  -1.98  5.59  -4.13  0.000
C  -2.79  4.83  -3.31  0.000
C  -2.70  3.45  -3.34  0.000
C  -1.78  2.82  -4.16  0.000
N  -1.67  1.40  -4.11  0.001
C  -0.65  0.79  -3.42  0.006
N  0.56  1.37  -3.56  0.004
C  1.79  0.94  -3.02  0.006
C  1.89  -0.06  -2.04  0.008
C  3.18  -0.39  -1.63  0.007
C  4.31  0.25  -2.13  -0.001
C  4.18  1.28  -3.04  0.003
C  2.92  1.63  -3.49  0.000
O  2.66  2.67  -4.37  0.000
C  3.76  3.32  -4.95  0.000
N  -0.85  -0.28  -2.70  0.016
C  -2.18  -0.75  -2.54  0.008
C  -2.63  -1.91  -3.16  0.006
C  -3.93  -2.34  -2.95  0.000
C  -4.78  -1.62  -2.13  0.006
C  -4.35  -0.45  -1.50  0.000
C  -3.04  -0.02  -1.69  0.007
O  -2.47  1.11  -1.16  0.003
C  -3.22  1.88  -0.24  0.000
H  0.89  2.79  -7.56  0.000
H  1.14  4.31  -6.67  0.000
H  -0.38  4.03  -7.56  0.000
H  -0.51  5.58  -5.68  0.000
H  -2.05  6.66  -4.12  0.000
H  -3.51  5.31  -2.66  0.000
H  -3.35  2.85  -2.73  0.000
H  -2.57  0.94  -3.97  0.000
H  0.66  1.93  -4.40  0.000
H  3.33  -1.19  -0.92  0.001
H  5.29  -0.04  -1.80  0.000
H  5.05  1.80  -3.40  0.000
H  3.34  4.04  -5.65  0.000
H  4.41  2.63  -5.49  0.000
H  4.35  3.85  -4.20  0.000
H  -1.96  -2.45  -3.82  0.000
H  -4.29  -3.24  -3.43  0.000
H  -5.79  -1.95  -1.96  0.000
H  -5.02  0.08  -0.84  0.000
H  -2.58  2.73  0.01  0.000
H  -3.44  1.30  0.66  0.000
H  -4.15  2.25  -0.69  0.000
N  1.15  4.53  -2.61  0.000
C  0.61  4.63  -1.38  0.001
N  0.47  5.86  -0.84  0.000
N  0.20  3.63  -0.66  0.003
C  0.20  2.37  -0.73  0.005
N  0.13  1.22  -0.52  0.000
H  1.50  5.35  -3.08  0.000
H  1.31  3.63  -3.04  0.000
H  0.72  6.69  -1.34  0.000
H  0.04  5.93  0.06  0.000
O  0.81  -4.58  -1.64  0.000
C  0.11  -3.64  -1.34  0.000
O  0.44  -2.39  -1.50  -0.005
C  -1.25  -3.82  -0.69  0.000
C  -1.86  -5.07  -0.59  0.000
C  -3.10  -5.15  0.06  0.000
C  -3.73  -4.05  0.61  0.000
C  -3.08  -2.81  0.53  0.001
C  -1.86  -2.71  -0.15  0.003
N  -3.58  -1.66  1.14  0.000
O  -2.82  -0.66  1.17  0.001
O  -4.70  -1.66  1.63  0.000
N  -3.73  -6.45  0.18  0.000
O  -3.14  -7.39  -0.31  0.000
O  -4.80  -6.51  0.75  0.000
H  -1.39  -5.95  -0.98  0.000
H  -4.67  -4.15  1.12  0.000
H  -1.37  -1.73  -0.20  0.004
O  0.52  -1.19  0.96  0.017
P  1.15  -0.99  2.33  0.003
C  1.07  0.87  2.53  0.000
C  -0.36  1.41  2.41  0.000
C  -1.08  1.58  3.74  0.000
C  -0.26  2.42  4.70  0.000
C  1.10  1.76  4.94  0.000
C  1.85  1.61  3.62  0.000
C  0.55  -2.33  3.51  0.000
C  -0.80  -2.94  3.13  0.000
C  -1.98  -2.30  3.84  0.000
C  -1.79  -2.38  5.34  0.000
C  -0.53  -1.62  5.76  0.000
C  0.71  -2.10  5.01  0.000
C  2.94  -1.41  2.09  0.001
C  3.01  -2.73  1.31  0.000
C  4.46  -3.21  1.25  0.000
C  4.93  -3.65  2.65  0.000
C  4.20  -2.88  3.76  0.000
C  3.85  -1.46  3.33  0.000
H  1.57  1.09  1.57  0.000
H  -0.95  0.74  1.76  0.000
H  -0.30  2.38  1.92  0.000
H  -1.28  0.60  4.18  0.000
H  -2.05  2.05  3.55  0.000
H  -0.79  2.53  5.65  0.000
H  -0.10  3.42  4.28  0.000
H  0.95  0.79  5.42  0.000
H  1.69  2.38  5.61  0.000
H  2.82  1.13  3.78  0.000
H  2.04  2.61  3.24  0.000
H  1.30  -3.08  3.24  0.000
H  -0.77  -4.00  3.40  0.000
H  -0.91  -2.88  2.04  0.000
H  -2.90  -2.81  3.55  0.000
H  -2.06  -1.25  3.52  0.000
H  -1.70  -3.43  5.64  0.000
H  -2.65  -1.96  5.85  0.000
H  -0.36  -1.73  6.83  0.000
H  -0.70  -0.56  5.57  0.000
H  1.00  -3.06  5.45  0.000
H  1.53  -1.41  5.19  0.000
H  3.29  -0.61  1.42  0.000
H  2.59  -2.61  0.31  0.001
H  2.42  -3.52  1.79  0.000
H  5.09  -2.40  0.88  0.000
H  4.54  -4.04  0.55  0.000
H  6.00  -3.49  2.74  0.000
H  4.75  -4.71  2.78  0.000
H  4.83  -2.83  4.65  0.000
H  3.29  -3.41  4.04  0.000
H  4.78  -0.94  3.10  0.000
H  3.39  -0.94  4.17  0.000

Properties
**Multiplicity**: 2
**⟨S²⟩**: 0.75
**LUMO (alpha / beta)**: -3.33 / -3.33 eV
**Relative energy (zero: lowest compared OMol25 entry of this formula, charge and spin)**: 0.587 eV
**Total charge**: +1